Record 1
91
Properties=species:S:1:pos:R:3:forces:R:3:lowdin_charge:R:1 method="wB97M-V/def2-TZVPD" smiles="Cc1ccc([C@@H](/C=C/N2[C@H](Cc3ccccc3)C(=O)N(C)C2(C)C)B2Oc3ccccc3O2)cc1.Cc1ccc(-c2ccc(C(F)(F)F)cc2)s1" charge=0
C 7.7968 2.3998 -3.2484 0.3 -0.1 -0.3 -0.07
C 6.9960 2.1463 -2.0054 -0.5 0.0 -0.1 -0.29
C 6.4837 3.2227 -1.2638 0.4 -0.7 0.4 -0.03
C 5.6671 2.9686 -0.1605 -0.4 0.1 -0.3 -0.02
C 5.1091 1.6701 0.0662 1.0 -0.2 -0.8 -0.14
C 3.6306 1.3576 0.3431 -0.8 0.7 -1.4 -0.11
C 3.3276 -0.0143 0.7729 -1.2 -0.7 0.3 -0.08
C 2.0721 -0.5497 0.8904 1.8 0.5 0.0 -0.06
N 1.8475 -1.8807 0.7106 0.1 -0.9 -0.1 -0.01
C 0.6374 -2.5022 1.2026 -0.2 -0.7 -0.5 -0.18
C 0.5043 -2.3689 2.7006 0.1 0.1 0.4 -0.10
C -0.6813 -3.0694 3.2976 0.0 0.1 0.0 -0.22
C -0.5028 -3.9347 4.3764 -0.4 0.0 -0.2 -0.03
C -1.5965 -4.6258 4.8951 -0.3 0.2 -0.1 -0.08
C -2.8748 -4.4204 4.3526 0.2 0.1 -0.1 -0.09
C -3.0512 -3.5181 3.2912 0.2 0.0 0.2 -0.08
C -1.9508 -2.8343 2.7687 -0.2 -0.4 0.4 -0.04
C 0.7600 -3.9589 0.7206 0.0 -0.4 -0.1 -0.36
O 0.0043 -4.9010 0.9296 0.6 1.1 -0.1 0.08
N 1.9017 -4.0209 -0.0326 -0.2 -0.3 0.3 -0.03
C 2.3449 -5.2743 -0.6159 0.2 0.1 -0.1 -0.01
C 2.7579 -2.8358 0.0191 -0.2 0.4 -0.1 -0.45
C 4.0398 -3.1566 0.8024 0.0 -0.3 0.2 0.00
C 3.1188 -2.3758 -1.4088 -0.2 0.0 0.0 0.01
B 2.7252 2.6068 0.1521 0.3 0.2 5.2 -0.58
O 3.3728 3.7202 0.7019 0.3 0.8 -0.1 0.10
C 2.6401 4.8122 0.3423 -1.5 -1.4 -1.4 -0.16
C 3.2325 5.8457 -0.3782 -0.4 0.2 0.4 0.01
C 2.4711 6.3741 -1.4107 0.7 0.6 0.5 -0.08
C 1.1563 5.9918 -1.6269 -1.0 0.0 0.3 -0.07
C 0.5561 4.9733 -0.8897 -0.6 0.4 -0.3 -0.01
C 1.3360 4.3162 0.0312 2.5 0.7 -0.9 -0.16
O 1.3800 2.9300 0.0164 -0.4 -0.8 -0.1 0.19
C 5.8944 0.6165 -0.4571 -0.2 0.1 -0.7 -0.03
C 6.7408 0.8432 -1.5555 0.4 0.3 0.3 -0.04
H 8.1461 1.4545 -3.6725 0.0 0.1 0.0 0.07
H 7.2254 2.9192 -4.0297 0.0 -0.1 0.2 0.08
H 8.6763 3.0193 -3.0320 -0.1 -0.1 0.0 0.08
H 6.7256 4.2503 -1.5752 0.0 -0.5 0.5 0.12
H 5.4146 3.7974 0.4960 -0.2 -0.3 -0.5 0.11
H 3.1773 1.3838 -0.7503 1.2 -0.7 -0.5 0.20
H 4.1919 -0.6787 0.8223 -0.7 0.4 -0.3 0.06
H 1.2037 0.0451 1.1871 0.1 -0.1 -0.7 0.13
H -0.2498 -2.0685 0.7159 0.1 -0.1 0.0 0.16
H 1.4347 -2.6983 3.1787 -0.2 0.0 -0.2 0.12
H 0.4231 -1.2972 2.8952 0.0 -0.1 0.0 0.09
H 0.4999 -4.0615 4.7854 -0.3 -0.1 -0.1 0.11
H -1.4460 -5.3234 5.7203 -0.1 0.2 -0.2 0.10
H -3.7366 -4.9569 4.7650 0.4 0.2 -0.2 0.10
H -4.0427 -3.3481 2.8651 0.3 -0.1 0.2 0.10
H -2.0653 -2.1287 1.9437 -0.1 -0.2 0.2 0.11
H 1.5859 -6.0363 -0.4164 0.1 0.2 0.0 0.09
H 2.4845 -5.1638 -1.6995 -0.1 -0.1 0.2 0.09
H 3.3028 -5.5913 -0.1819 -0.3 0.0 0.0 0.09
H 3.7826 -3.5250 1.8039 0.1 0.1 -0.2 0.10
H 4.6090 -3.9270 0.2620 -0.1 0.2 0.2 0.08
H 4.6966 -2.2911 0.9112 -0.1 -0.3 -0.1 0.06
H 2.2165 -2.3898 -2.0370 0.3 0.0 0.2 0.10
H 3.5321 -1.3612 -1.4053 0.0 -0.2 0.0 0.07
H 3.8683 -3.0571 -1.8402 -0.2 0.2 0.1 0.09
H 4.2809 6.0942 -0.1992 -0.3 -0.1 -0.3 0.12
H 2.9624 7.0819 -2.0630 -0.2 0.2 -0.1 0.10
H 0.5786 6.4587 -2.4144 0.1 0.0 0.0 0.10
H -0.4257 4.5646 -1.1081 0.1 0.1 -0.3 0.12
H 5.7774 -0.4116 -0.0982 -0.3 0.4 -0.5 0.10
H 7.1756 0.0009 -2.1227 -0.1 0.4 0.6 0.11
C 3.9221 6.6207 5.6729 0.6 0.4 0.4 -0.12
C 3.3149 5.4062 5.1018 -1.2 0.2 -0.6 -0.59
C 1.9638 5.2677 4.8007 1.5 -0.2 -0.1 -0.11
C 1.7045 4.0390 4.1816 1.6 -0.5 -0.1 -0.08
C 2.8582 3.2541 4.0340 -1.0 2.9 -1.1 -0.47
C 2.9001 1.9875 3.4518 0.3 -1.5 -0.6 -0.26
C 4.1055 1.2514 3.4370 -0.1 0.0 0.3 -0.06
C 4.0791 0.0489 4.1015 -0.4 -0.1 -0.8 0.01
C 2.8199 -0.3789 4.5337 0.0 -0.7 1.2 -0.15
C 2.8007 -1.5677 5.3971 -0.2 -0.8 0.5 -0.56
F 1.6018 -1.7952 5.9892 0.3 0.0 -0.3 0.12
F 3.0961 -2.6986 4.6660 0.0 0.2 0.6 0.09
F 3.6986 -1.5095 6.4059 0.0 -0.2 -0.3 0.13
C 1.6008 0.2025 4.1883 0.6 -0.3 -0.7 -0.01
C 1.6806 1.2896 3.3507 -0.2 0.3 0.6 -0.04
S 4.2832 4.0668 4.5984 -1.2 0.3 0.3 1.13
H 3.1502 7.2096 6.2027 0.6 -0.2 -0.3 0.09
H 4.7125 6.3001 6.3726 -0.2 0.5 -0.1 0.08
H 4.3932 7.2288 4.8729 -0.3 -0.2 0.5 0.09
H 1.2292 6.0428 4.9503 0.0 0.1 0.2 0.11
H 0.7665 3.7315 3.7751 -0.5 -0.2 0.1 0.11
H 4.9709 1.6746 2.9354 0.3 0.2 0.7 0.12
H 4.9977 -0.5011 4.3215 -0.4 0.0 -0.2 0.14
H 0.6494 -0.1366 4.5980 0.3 -0.3 -0.4 0.14
H 0.8500 1.7261 2.8093 -0.3 0.4 0.7 0.13


Record 2
100
Properties=species:S:1:pos:R:3:forces:R:3:lowdin_charge:R:1 method="wB97M-V/def2-TZVPD" e_above_lowest_kj_mol=203.9 charge=0
Na 0.1119 -0.2896 0.0996 -1.5 1.0 -0.2 0.24
C -1.6948 3.2053 -1.2370 0.0 -0.1 0.0 -0.11
N -2.0965 2.2919 -0.1977 -0.2 0.1 0.0 -0.27
C -2.4152 3.0111 1.0103 0.1 0.0 -0.1 -0.13
C -3.2059 1.4448 -0.5816 0.0 -0.1 -0.3 -0.22
C -3.0038 0.6645 -1.8793 -0.2 0.1 0.0 -0.26
N -1.8220 -0.1446 -1.8151 0.5 0.3 0.6 0.05
C -1.6225 -1.0881 -2.6839 -0.3 -0.3 -0.4 -0.22
C -0.4328 -1.8766 -2.5603 0.2 -0.2 -0.2 -0.14
F 0.5077 -1.4505 -1.6639 0.0 -0.3 -0.4 0.04
C -0.1776 -2.9991 -3.2943 0.1 -0.2 -0.1 -0.24
F 0.9551 -3.7204 -3.0554 -0.2 0.2 0.0 0.05
C -1.0426 -3.4460 -4.2868 0.0 0.1 0.0 0.00
C -2.1543 -2.6483 -4.5262 0.1 -0.2 0.0 -0.24
F -3.0003 -3.0240 -5.5256 0.2 0.2 0.3 0.05
C -2.4361 -1.5206 -3.7970 -0.1 0.1 -0.1 -0.14
F -3.5308 -0.7909 -4.1786 0.2 -0.1 0.1 0.03
H -2.5041 3.8987 -1.5331 0.0 0.0 0.0 0.09
H -1.3753 2.6361 -2.1011 0.1 0.0 -0.2 0.07
H -0.8433 3.7839 -0.8870 0.1 0.2 0.0 0.08
H -3.2395 3.7348 0.8642 0.0 0.0 0.0 0.08
H -1.5331 3.5523 1.3410 0.1 0.1 0.1 0.07
H -2.7001 2.3045 1.7847 0.0 0.0 0.1 0.06
H -4.1437 2.0366 -0.6836 0.1 -0.1 0.1 0.12
H -3.3329 0.7180 0.2213 -0.1 0.0 0.1 0.09
H -2.9585 1.3620 -2.7292 -0.2 0.0 0.1 0.11
H -3.9145 0.0587 -2.0147 0.0 0.2 0.0 0.11
H -0.8409 -4.3281 -4.8654 0.0 -0.1 -0.1 0.10
N 3.3660 2.2405 -2.2184 0.0 -0.2 -0.2 0.11
C 2.2744 1.4836 -1.8950 0.4 0.1 -0.4 -0.13
N 1.5902 1.6081 -0.8347 -0.6 -0.2 0.2 0.16
C 1.9667 2.5476 0.1113 -0.5 -0.4 0.6 -0.27
N 1.4477 2.5713 1.2820 2.1 1.4 0.1 0.10
N 0.4662 1.8384 1.6925 -2.1 -1.2 0.1 0.05
C 0.5314 1.0376 2.6765 1.3 0.6 -0.2 -0.09
C -0.6428 0.3424 3.1716 -0.7 -0.4 0.6 -0.25
C -0.7297 -0.0234 4.5223 0.2 0.1 -0.3 -0.02
C -1.8299 -0.7347 4.9589 -0.1 -0.1 -0.1 -0.08
C -2.8092 -1.0795 4.0381 0.1 0.1 0.0 -0.07
C -2.6410 -0.6556 2.7264 -0.5 -0.2 0.2 -0.14
N -1.6077 0.0424 2.3099 0.4 0.1 -0.5 0.13
C 3.0288 3.4998 -0.2155 0.4 0.1 -0.4 -0.08
C 3.3942 4.5515 0.6211 0.0 0.0 -0.2 -0.02
C 4.4376 5.3929 0.2841 -0.1 0.0 0.1 -0.09
C 5.1225 5.2000 -0.9072 0.0 -0.2 -0.1 -0.09
C 4.7835 4.1578 -1.7525 0.1 0.0 0.0 -0.03
C 3.7446 3.2980 -1.4088 -0.2 0.3 0.5 -0.18
H 3.9092 2.0243 -3.0413 -0.2 0.0 0.2 0.15
H 1.9770 0.7472 -2.6292 0.1 -0.1 -0.1 0.14
H 1.4740 0.8117 3.1813 0.0 0.2 0.0 0.13
H 0.0576 0.2591 5.2045 0.1 0.0 0.1 0.11
H -1.9287 -1.0253 5.9976 0.0 0.0 0.0 0.10
H -3.6782 -1.6509 4.3330 0.0 0.0 0.0 0.09
H -3.3822 -0.8774 1.9689 -0.1 -0.1 0.0 0.11
H 2.8407 4.6840 1.5373 0.0 0.0 0.1 0.11
H 4.7213 6.1924 0.9543 0.0 0.1 0.0 0.10
H 5.9250 5.8677 -1.1808 0.1 0.0 0.0 0.10
H 5.3248 4.0074 -2.6772 0.0 0.0 -0.1 0.11
F -3.1213 -6.3704 0.1545 0.2 0.0 -0.1 0.01
C -1.7588 -6.1860 0.0787 0.0 0.3 0.1 -0.17
C -1.3019 -4.9170 0.3328 0.1 -0.2 -0.1 0.09
C 0.0555 -4.6290 0.3541 -0.1 -0.4 0.0 -0.03
C 0.4978 -3.2407 0.6235 0.1 -0.4 0.2 -0.30
O -0.3152 -2.3911 0.9644 -0.2 -0.2 -0.1 0.06
C 1.9188 -3.0660 0.4446 0.3 0.9 -0.1 -0.01
C 2.7257 -4.1311 0.2855 -0.1 0.1 0.0 0.04
N 2.3001 -5.4344 0.2364 0.3 0.2 0.0 -0.01
C 3.2425 -6.5046 0.2705 0.2 -0.3 -0.1 -0.27
C 3.1992 -7.4402 1.4496 0.0 -0.1 0.0 -0.10
C 4.3313 -6.4682 1.2964 0.0 0.0 0.0 -0.08
C 0.9623 -5.6831 0.1435 -0.8 0.0 0.1 -0.13
C 0.4710 -6.9578 -0.1661 0.0 0.0 0.0 0.06
C -0.8883 -7.2427 -0.2259 0.2 0.2 0.1 -0.15
N -1.2986 -8.5383 -0.6446 0.0 0.0 -0.2 -0.09
C -2.7045 -8.8328 -0.7425 -0.2 0.1 0.1 -0.14
C -3.3001 -9.1512 0.6385 -0.4 0.7 -0.6 -0.08
N -2.5314 -10.2798 1.2408 -0.3 -0.3 0.2 0.05
C -1.0699 -9.9992 1.3013 0.9 0.1 -0.3 -0.08
C -0.5891 -9.6793 -0.1229 0.1 0.1 0.3 -0.14
C 2.5973 -1.6566 0.4071 0.1 -1.1 0.1 -0.65
O 3.7145 -1.6426 -0.1061 0.7 0.0 -0.3 0.00
O 1.9445 -0.7342 0.9081 0.4 0.4 0.7 -0.05
H -1.9966 -4.1164 0.5310 -0.1 0.1 0.0 0.14
H 3.7877 -3.9622 0.1788 0.1 0.0 0.0 0.14
H 3.4736 -6.9247 -0.7036 0.1 -0.1 0.0 0.15
H 3.3826 -8.4924 1.2795 0.1 0.0 0.0 0.10
H 2.4708 -7.2328 2.2220 0.0 0.1 0.0 0.11
H 5.3052 -6.8479 1.0264 0.0 0.0 -0.1 0.11
H 4.3560 -5.6236 1.9679 -0.1 0.1 0.0 0.11
H 1.1795 -7.7233 -0.4316 0.1 -0.1 0.0 0.10
H -2.8355 -9.6924 -1.4106 0.0 0.0 0.0 0.13
H -3.2303 -7.9914 -1.1897 -0.1 -0.2 0.1 0.14
H -4.3520 -9.4241 0.5574 0.1 -0.2 0.1 0.14
H -3.2141 -8.2830 1.2915 0.1 -0.2 0.0 0.13
H -2.6687 -11.1046 0.6443 0.0 0.0 0.3 0.18
H -2.8929 -10.4899 2.1759 0.0 -0.1 -0.2 0.19
H -0.5535 -10.8621 1.7248 -0.2 0.0 0.0 0.14
H -0.8976 -9.1271 1.9353 -0.2 -0.1 0.0 0.14
H -0.7710 -10.5370 -0.7812 0.0 0.0 0.0 0.14
H 0.4842 -9.5008 -0.1092 -0.1 -0.1 0.1 0.12


Record 3
86
Properties=species:S:1:pos:R:3:forces:R:3:lowdin_charge:R:1 method="wB97M-V/def2-TZVPD" charge=0
Sr -0.1278 0.7395 1.4330 0.3 -0.2 1.0 1.16
C -4.0022 -1.4121 0.0641 0.1 0.0 0.1 -0.27
Si -2.1331 -1.0435 -0.1058 -0.2 0.2 -0.3 0.55
C -2.1762 -0.1860 -1.8776 0.0 -0.1 0.0 -0.31
C -1.9904 -0.9244 -3.0546 0.0 0.0 0.0 -0.10
C -2.0457 -0.3464 -4.3142 0.0 0.0 0.0 -0.08
C -2.3046 1.0104 -4.4475 0.0 0.0 0.0 -0.09
C -2.4942 1.7759 -3.3087 0.0 0.0 0.0 -0.09
C -2.4213 1.1918 -2.0428 0.0 0.1 0.0 -0.40
P -2.5707 2.2297 -0.5367 0.0 -0.1 -0.1 1.07
C -0.8332 2.8422 -0.3494 -0.3 0.1 -0.2 -0.47
C 0.2184 2.3081 -1.0896 0.0 -0.1 -0.1 -0.13
C 1.5353 2.4488 -0.6627 0.0 -0.1 -0.1 -0.09
C 1.8141 3.1451 0.5019 0.4 0.0 0.0 -0.09
C 0.7849 3.7573 1.2021 -0.2 0.2 0.2 -0.09
C -0.5277 3.6165 0.7768 0.0 0.0 0.1 -0.15
C -3.4724 3.7006 -1.1326 0.2 0.1 0.0 -0.40
C -4.8647 3.6410 -1.1109 0.0 0.0 0.0 -0.10
C -5.6214 4.7082 -1.5680 0.0 0.0 0.0 -0.08
C -4.9947 5.8578 -2.0304 0.0 0.0 0.0 -0.09
C -3.6095 5.9330 -2.0400 0.0 0.0 0.0 -0.08
C -2.8511 4.8575 -1.5979 0.0 0.0 0.0 -0.10
C -1.3597 -2.7320 -0.6152 -0.1 -0.1 0.0 -0.34
C -2.1633 -3.7964 -1.0516 0.0 0.0 0.0 -0.11
C -1.6270 -4.9851 -1.5149 0.0 0.0 0.0 -0.08
C -0.2469 -5.1500 -1.5766 0.0 0.0 0.0 -0.08
C 0.5722 -4.1266 -1.1409 0.0 0.0 0.0 -0.11
C 0.0258 -2.9409 -0.6403 0.1 0.0 0.0 -0.39
P 1.1715 -1.6444 -0.0386 0.1 -0.1 -0.3 1.03
C 2.2295 -1.4232 -1.5224 0.0 0.0 0.1 -0.36
C 1.6445 -0.7321 -2.5860 0.0 0.0 0.0 -0.11
C 2.3461 -0.5116 -3.7588 0.0 0.0 0.0 -0.08
C 3.6527 -0.9695 -3.8814 0.0 0.0 0.0 -0.09
C 4.2412 -1.6584 -2.8327 0.0 0.0 0.0 -0.08
C 3.5330 -1.8883 -1.6583 0.0 0.0 0.0 -0.09
C 2.2510 -2.4903 1.1670 0.0 0.0 0.0 -0.37
C 1.9468 -3.7280 1.7233 0.0 0.0 0.0 -0.08
C 2.7692 -4.2821 2.6967 0.0 0.0 0.0 -0.08
C 3.9041 -3.6093 3.1189 0.0 0.0 0.0 -0.09
C 4.2048 -2.3617 2.5856 0.0 0.0 0.0 -0.09
C 3.3749 -1.8019 1.6304 0.0 0.0 0.0 -0.13
H -4.4673 -1.7058 -0.8802 0.0 0.0 0.0 0.02
H -4.5139 -0.5148 0.4214 0.0 0.0 0.0 0.00
H -4.1819 -2.2006 0.8001 0.0 0.0 0.0 0.02
H -1.7935 -1.9882 -2.9856 0.0 0.0 0.0 0.09
H -1.8940 -0.9590 -5.1952 0.0 0.0 0.0 0.10
H -2.3617 1.4679 -5.4273 0.0 0.0 0.0 0.10
H -2.7014 2.8343 -3.4074 0.0 0.0 0.0 0.10
H -0.0010 1.7187 -1.9707 0.0 0.0 0.0 0.10
H 2.3272 1.9728 -1.2290 0.0 0.0 0.0 0.12
H 2.8304 3.2046 0.8695 0.0 0.0 0.0 0.12
H 0.9999 4.3096 2.1078 0.0 0.0 0.0 0.12
H -1.3316 4.0470 1.3646 0.0 0.0 0.0 0.12
H -5.3549 2.7491 -0.7368 0.0 0.0 0.0 0.10
H -6.7019 4.6480 -1.5549 0.0 0.0 0.0 0.10
H -5.5858 6.6945 -2.3793 0.0 0.0 0.0 0.10
H -3.1184 6.8284 -2.3993 0.0 0.0 0.0 0.10
H -1.7698 4.9201 -1.6236 0.0 0.0 0.0 0.10
H -3.2410 -3.6815 -1.0420 0.0 0.0 0.0 0.09
H -2.2831 -5.7816 -1.8450 0.0 0.0 0.0 0.10
H 0.1826 -6.0685 -1.9556 0.0 0.0 0.0 0.10
H 1.6492 -4.2492 -1.1805 0.0 0.0 0.0 0.11
H 0.6165 -0.3953 -2.5039 0.0 0.0 0.0 0.08
H 1.8725 0.0142 -4.5787 0.0 0.0 0.0 0.11
H 4.2066 -0.7942 -4.7947 0.0 0.0 0.0 0.10
H 5.2550 -2.0260 -2.9281 0.0 0.0 0.0 0.10
H 4.0011 -2.4365 -0.8499 0.0 0.0 0.0 0.10
H 1.0620 -4.2616 1.4029 0.0 0.0 0.0 0.10
H 2.5175 -5.2430 3.1265 0.0 0.0 0.0 0.10
H 4.5447 -4.0439 3.8753 0.0 0.0 0.0 0.10
H 5.0756 -1.8194 2.9309 0.0 0.0 0.0 0.11
H 3.5988 -0.8144 1.2395 0.0 0.0 0.0 0.11
C 0.6969 1.1913 5.7251 0.0 0.0 0.0 -0.06
C 1.4385 0.3666 4.6665 -0.1 0.0 0.0 -0.79
C 1.4329 -1.1101 5.0763 0.0 0.0 0.0 -0.04
C 2.8845 0.8640 4.5676 0.0 0.0 0.0 -0.05
O 0.8119 0.5071 3.4386 -0.2 0.2 -0.4 -0.52
H 1.1720 1.1226 6.7070 0.0 0.0 0.0 0.08
H -0.3339 0.8420 5.8146 0.0 0.0 0.0 0.08
H 0.6747 2.2412 5.4227 0.0 0.0 0.0 0.07
H 1.8886 -1.2684 6.0576 0.0 0.0 0.0 0.08
H 1.9786 -1.7007 4.3365 0.0 0.0 0.0 0.06
H 0.4044 -1.4755 5.1088 0.0 0.0 0.0 0.08
H 3.4266 0.7541 5.5107 0.0 0.0 0.0 0.08
H 2.8898 1.9210 4.2881 0.0 0.0 0.0 0.07
H 3.4130 0.3002 3.7964 0.0 0.0 0.0 0.06


Total energy in eV, matching the order above: -71949.9940; -82210.0767; -72506.5545
Orbital gap in eV, matching the order above: 6.66; 3.20; 6.45
E_HOMO in eV, matching the order above: -7.1; -5.0; -6.4